Record 1
ORCA calculation (ωB97M-V/def2-TZVPD) on a structure of composition C2H9AlBO2.

Structure (XYZ):
```
15
Properties=species:S:1:pos:R:3
C -0.06 1.92 -0.71
C -0.05 0.48 -1.28
B -0.53 -0.50 -0.13
O -1.93 -0.70 -0.11
Al 0.91 -1.25 1.30
O 0.40 -2.73 2.17
H -0.79 2.02 0.10
H -0.32 2.67 -1.46
H 0.90 2.16 -0.26
H -0.71 0.43 -2.16
H 0.97 0.23 -1.58
H -2.38 0.14 -0.24
H 2.32 -1.48 0.48
H 1.18 -0.03 2.37
H 0.11 -3.37 1.51
```

## Properties
2S+1 = 1
HOMO level = -3.47 eV
LUMO = 3.5 eV
total charge = -1
maximum force = 0.9 eV/A

Atomic partial charges in e from the Mulliken method, atoms 1 to 6: atom 1 (C): -0.911, atom 2 (C): -0.559, atom 3 (B): -0.019, atom 4 (O): -0.460, atom 5 (Al): 0.187, atom 6 (O): -0.616

***

Record 2
ORCA calculation (ωB97M-V/def2-TZVPD) on a structure of composition C27H35N5O3P2Ru in a non-equilibrium geometry.

Structure (XYZ):
```
73
Properties=species:S:1:pos:R:3
Ru 2.90 0.39 -0.24
C 0.88 -1.27 1.37
C 2.18 -0.78 1.67
C 3.35 -1.77 1.80
C 4.29 -1.82 0.56
C 3.72 -1.49 -0.81
C 2.43 -1.91 -1.19
C 1.69 -2.96 -0.47
C 0.61 -2.50 0.60
C 2.48 0.82 -2.14
H 0.00 -0.67 1.67
H 2.22 0.07 2.41
H 3.02 -2.79 2.03
H 3.97 -1.41 2.64
H 5.12 -1.08 0.74
H 4.81 -2.79 0.51
H 4.42 -1.17 -1.61
H 2.06 -1.65 -2.20
H 2.39 -3.63 0.02
H 1.14 -3.53 -1.23
H -0.37 -2.40 0.08
H 0.51 -3.34 1.32
H 1.50 0.30 -2.14
H 3.18 0.38 -2.87
H 2.34 1.91 -2.28
P 6.60 -0.68 -1.53
P 6.51 -0.50 2.32
N 6.82 -2.17 -2.56
N 7.94 0.10 -2.39
N 7.00 -2.18 2.74
N 7.41 0.12 3.79
C 7.62 -1.34 -0.17
C 7.82 -0.39 1.03
C 6.00 -2.40 -3.66
C 6.45 -3.50 -4.38
C 7.64 -3.95 -3.74
C 7.84 -3.12 -2.62
C 7.73 1.40 -2.88
C 8.92 1.87 -3.42
C 9.89 0.82 -3.30
C 9.27 -0.24 -2.63
C 6.09 -3.04 3.37
C 6.69 -4.26 3.63
C 8.04 -4.17 3.18
C 8.19 -2.89 2.61
C 8.38 -0.36 4.70
C 9.03 0.73 5.27
C 8.39 1.92 4.76
C 7.39 1.51 3.90
H 8.60 -1.62 -0.56
H 7.15 -2.29 0.14
H 8.81 -0.59 1.44
H 7.82 0.66 0.69
H 5.18 -1.72 -3.85
H 5.98 -3.93 -5.26
H 8.29 -4.77 -4.04
H 8.64 -3.13 -1.90
H 6.74 1.83 -2.80
H 9.08 2.86 -3.84
H 10.91 0.83 -3.68
H 9.69 -1.17 -2.31
H 5.11 -2.67 3.61
H 6.21 -5.11 4.08
H 8.82 -4.91 3.29
H 9.06 -2.46 2.14
H 8.49 -1.41 4.93
H 9.87 0.72 5.94
H 8.65 2.95 4.99
H 6.64 2.07 3.35
O -0.02 0.31 -0.38
N 0.19 1.46 0.07
O -0.67 2.23 0.43
O 1.50 1.85 0.20
```

## Properties
2S+1 = 5
ΔE to the lowest compared entry with this formula, charge and spin = 1.820 eV
expectation value of S² = 6.046
HOMO level (alpha / beta) = -12.45 / -12.45 eV
LUMO (alpha / beta) = -7.2 / -9.7 eV
total charge = +2
maximum force = 5.6 eV/A

Atomic partial charges in e from the Mulliken method, atoms 1 to 6: atom 1 (Ru): 0.623, atom 2 (C): -0.485, atom 3 (C): -0.906, atom 4 (C): -0.165, atom 5 (C): 0.959, atom 6 (C): -0.902

***

Record 3
ORCA calculation (ωB97M-V/def2-TZVPD) on a structure of composition C17H22N3O4Re in a non-equilibrium geometry.

Structure (XYZ):
```
47
Properties=species:S:1:pos:R:3
Re 0.45 0.00 0.58
O 1.88 0.41 -1.00
N 2.28 1.63 -1.06
N 1.72 2.43 -0.26
O 0.77 2.04 0.59
C 2.10 3.79 -0.19
C 1.09 4.74 -0.06
C 1.43 6.08 0.05
C 2.77 6.45 0.05
C 3.76 5.49 -0.05
C 3.44 4.15 -0.17
H 0.06 4.43 -0.05
H 0.66 6.82 0.13
H 3.04 7.50 0.13
H 4.80 5.78 -0.02
H 4.20 3.39 -0.24
O -2.08 -0.17 -0.33
C -2.76 -1.39 -0.59
C -3.09 -2.19 0.67
C -1.84 -2.44 1.53
C -0.70 -2.94 0.69
C -0.71 -4.27 0.32
C 0.26 -4.78 -0.53
C 1.25 -3.92 -0.96
C 1.23 -2.61 -0.54
N 0.27 -2.09 0.27
H -2.67 0.41 0.17
H -2.09 -1.97 -1.22
H -3.68 -1.19 -1.15
H -3.53 -3.14 0.35
H -3.84 -1.67 1.28
H -2.08 -3.19 2.28
H -1.55 -1.52 2.03
H -1.49 -4.91 0.69
H 0.23 -5.81 -0.85
H 2.04 -4.25 -1.62
H 2.00 -1.92 -0.87
C 1.91 -0.78 3.47
O 0.72 -0.01 3.58
C -0.04 0.21 2.53
C -1.19 1.09 2.92
H 2.77 -0.12 3.63
H 1.99 -1.26 2.49
H 1.89 -1.54 4.26
H -1.13 1.34 3.98
H -2.15 0.63 2.70
H -1.13 2.01 2.33
```

## Properties
2S+1 = 4
ΔE to the lowest compared entry with this formula, charge and spin = 0.104 eV
expectation value of S² = 3.812
HOMO level (alpha / beta) = -11.03 / -10.41 eV
LUMO (alpha / beta) = -2.8 / -3.5 eV
total charge = +1
maximum force = 1.9 eV/A

Atomic partial charges in e from the Mulliken method, atoms 1 to 6: atom 1 (Re): 0.569, atom 2 (O): -0.471, atom 3 (N): -0.380, atom 4 (N): 0.831, atom 5 (O): -0.688, atom 6 (C): 0.314

***

Record 4
ORCA calculation (ωB97M-V/def2-TZVPD) on the molecule C25H36N2O3.

Structure (XYZ):
```
66
Properties=species:S:1:pos:R:3
C 0.64 1.02 5.81
O -0.29 1.27 4.78
C -0.54 0.27 3.87
C -1.49 0.57 2.90
C -1.80 -0.36 1.92
C -1.16 -1.59 1.88
C -1.45 -2.56 0.77
C -1.02 -1.98 -0.59
N -2.03 -1.08 -1.11
C -2.89 -1.67 -2.12
C -2.21 -1.78 -3.49
C -1.74 -0.40 -3.93
C -0.83 0.24 -2.88
C -0.44 1.65 -3.36
N 0.25 2.58 -2.49
C -0.54 3.31 -1.54
C 1.61 2.29 -2.12
C 1.85 1.22 -1.08
C 2.23 -0.05 -1.47
C 2.44 -1.07 -0.54
O 2.78 -2.29 -1.06
C 2.93 -3.37 -0.18
C 2.29 -0.80 0.80
C 1.94 0.48 1.21
C 1.73 1.50 0.29
O 1.42 2.79 0.63
C 1.31 3.11 1.99
C -1.55 0.23 -1.52
C -0.23 -1.88 2.86
C 0.08 -0.96 3.86
H 0.33 0.18 6.44
H 0.66 1.93 6.41
H 1.64 0.82 5.41
H -1.98 1.53 2.93
H -2.54 -0.12 1.17
H -0.93 -3.50 0.95
H -2.52 -2.77 0.73
H -0.07 -1.45 -0.46
H -0.84 -2.82 -1.28
H -3.21 -2.65 -1.76
H -3.77 -1.03 -2.20
H -1.36 -2.45 -3.42
H -2.91 -2.19 -4.21
H -1.21 -0.47 -4.89
H -2.61 0.24 -4.08
H 0.07 -0.37 -2.78
H -1.36 2.16 -3.68
H 0.19 1.53 -4.25
H 0.02 4.19 -1.23
H -0.81 2.75 -0.63
H -1.46 3.64 -2.03
H 2.14 2.01 -3.04
H 2.04 3.23 -1.75
H 2.38 -0.28 -2.51
H 2.01 -3.56 0.38
H 3.16 -4.24 -0.79
H 3.76 -3.20 0.53
H 2.43 -1.55 1.56
H 1.84 0.67 2.27
H 0.51 2.55 2.48
H 1.07 4.18 2.02
H 2.25 2.95 2.52
H -0.89 0.60 -0.74
H -2.43 0.89 -1.58
H 0.27 -2.84 2.86
H 0.82 -1.23 4.60
```

## Properties
2S+1 = 1
ΔE to the lowest compared entry with this formula, charge and spin = 1.537 eV
structure (SMILES) = COc1ccc(CCN2CCC[C@@H](CN(C)Cc3cc(OC)ccc3OC)C2)cc1
HOMO level = -7.67 eV
LUMO = 0.7 eV
total charge = 0
maximum force = 0.5 eV/A

Atomic partial charges in e from the Mulliken method, atoms 1 to 6: atom 1 (C): -0.915, atom 2 (O): -0.478, atom 3 (C): 0.523, atom 4 (C): -0.327, atom 5 (C): -0.147, atom 6 (C): 0.179

***

Record 5
ORCA calculation (ωB97M-V/def2-TZVPD) on a structure of composition C29H28ClNPTm in a non-equilibrium geometry.

Structure (XYZ):
```
61
Properties=species:S:1:pos:R:3
C 1.65 0.57 2.89
C 0.28 0.96 2.82
C -0.51 -0.22 3.00
H -0.08 1.96 2.67
C 0.39 -1.31 3.17
C 1.72 -0.82 3.13
H 2.62 -1.41 3.19
H 2.49 1.22 2.71
H -1.58 -0.27 3.02
H 0.10 -2.34 3.27
Tm 0.64 -0.40 1.15
Cl 0.66 -2.56 0.19
P -1.08 0.15 -0.25
C -2.71 -0.50 0.31
C -3.87 0.28 0.31
H -3.83 1.31 0.01
C -5.08 -0.27 0.70
H -5.97 0.35 0.71
C -5.15 -1.60 1.09
H -6.10 -2.03 1.39
C -4.00 -2.38 1.07
H -4.05 -3.43 1.36
C -2.79 -1.84 0.69
H -1.90 -2.45 0.67
C -1.31 1.96 -0.35
C -1.65 2.69 0.79
H -1.88 2.17 1.72
C -1.73 4.07 0.75
H -2.01 4.62 1.63
C -1.45 4.74 -0.43
H -1.50 5.82 -0.47
C -1.09 4.02 -1.57
H -0.87 4.54 -2.49
C -1.03 2.64 -1.53
H -0.75 2.09 -2.41
C -1.03 -0.37 -2.01
C -2.23 -0.52 -2.72
H -3.18 -0.37 -2.23
C -2.21 -0.86 -4.06
H -3.14 -0.97 -4.60
C -1.00 -1.07 -4.71
H -0.98 -1.34 -5.75
C 0.19 -0.93 -4.00
H 1.14 -1.10 -4.50
C 0.18 -0.59 -2.66
H 1.10 -0.49 -2.12
C 4.67 0.20 2.66
C 4.28 -0.36 1.29
C 5.40 -0.63 0.53
C 4.99 -1.20 -0.60
C 3.62 -1.29 -0.56
C 3.04 -1.99 -1.75
N 3.10 -0.71 0.60
H 4.00 0.21 3.53
H 5.13 1.20 2.55
H 5.45 -0.47 3.08
H 6.43 -0.46 0.81
H 5.65 -1.56 -1.39
H 3.27 -1.41 -2.67
H 3.53 -2.98 -1.85
H 1.99 -2.25 -1.78
```

## Properties
2S+1 = 3
expectation value of S² = 2.004
HOMO level (alpha / beta) = -5.90 / -5.90 eV
LUMO (alpha / beta) = -0.4 / -0.4 eV
total charge = 0
maximum force = 11.3 eV/A

Atomic partial charges in e from the Mulliken method, atoms 1 to 6: atom 1 (C): -0.231, atom 2 (C): -0.665, atom 3 (C): -0.170, atom 4 (H): 0.687, atom 5 (C): -0.752, atom 6 (C): -0.223

***

Record 6
ORCA calculation (ωB97M-V/def2-TZVPD) on a cluster of 2 separate species, C2H10N2P in total in a non-equilibrium geometry.

Structure (XYZ):
```
15
Properties=species:S:1:pos:R:3
C -1.42 -0.46 1.02
C -2.22 -0.07 -0.10
N 1.43 -0.19 -0.41
N -1.67 -0.27 -1.31
P 2.64 0.68 0.12
H -0.62 0.29 1.23
H -1.00 -1.44 0.82
H -2.02 -0.30 1.94
H -3.23 0.19 -0.02
H 1.68 -1.00 -0.98
H -2.08 0.01 -2.19
H 3.58 1.39 -0.71
H -0.59 -0.38 -1.30
H 2.02 1.59 0.94
H 3.50 -0.03 0.97
```

## Properties
2S+1 = 3
ΔE to the lowest compared entry with this formula, charge and spin = 2.253 eV
expectation value of S² = 2.008
HOMO level (alpha / beta) = -8.59 / -13.59 eV
LUMO (alpha / beta) = -4.6 / -9.1 eV
total charge = +1
maximum force = 4.2 eV/A

Atomic partial charges in e from the Mulliken method, atoms 1 to 6: atom 1 (C): -0.777, atom 2 (C): -0.257, atom 3 (N): -0.278, atom 4 (N): -0.366, atom 5 (P): 0.180, atom 6 (H): 0.058

***

Record 7
ORCA calculation (ωB97M-V/def2-TZVPD) on the molecule C21H26N2O5.

Structure (XYZ):
```
54
Properties=species:S:1:pos:R:3
C -1.31 4.47 -3.64
C -1.05 3.19 -4.43
C -0.31 2.12 -3.62
C 1.15 2.51 -3.32
C 1.82 1.43 -2.53
C 2.61 0.51 -3.14
C 3.24 -0.58 -2.43
O 3.93 -1.43 -2.93
O 3.02 -0.64 -1.08
C 2.25 0.26 -0.43
C 2.10 0.08 0.94
C 1.31 0.95 1.67
O 1.07 0.88 3.00
C 1.70 -0.14 3.76
C 1.39 -1.59 3.37
O 2.30 -2.39 3.30
N 0.11 -1.93 3.16
C -1.06 -1.09 3.23
C -1.69 -0.94 1.84
C -1.99 -2.30 1.21
C -3.16 -3.00 1.91
N -3.65 -4.05 1.22
O -3.61 -2.67 2.98
C -0.73 -3.19 1.26
C -0.20 -3.27 2.69
C 0.67 2.01 1.00
C 0.82 2.19 -0.34
C 1.61 1.32 -1.11
H -1.91 5.16 -4.23
H -1.86 4.24 -2.72
H -0.39 4.97 -3.37
H -2.00 2.77 -4.75
H -0.47 3.43 -5.32
H -0.84 1.95 -2.68
H -0.31 1.19 -4.18
H 1.18 3.45 -2.77
H 1.67 2.64 -4.27
H 2.80 0.55 -4.20
H 2.63 -0.75 1.39
H 1.38 0.04 4.79
H 2.79 -0.03 3.71
H -0.81 -0.11 3.63
H -1.79 -1.57 3.89
H -2.61 -0.37 1.93
H -1.01 -0.39 1.18
H -2.28 -2.16 0.16
H -3.30 -4.32 0.32
H -4.42 -4.57 1.61
H -0.95 -4.19 0.89
H 0.03 -2.75 0.62
H 0.72 -3.85 2.72
H -0.94 -3.72 3.35
H 0.06 2.68 1.59
H 0.32 3.01 -0.82
```

## Properties
2S+1 = 1
ΔE to the lowest compared entry with this formula, charge and spin = 0.841 eV
structure (SMILES) = CCCCc1cc(=O)oc2cc(OCC(=O)N3CCC(C(N)=O)CC3)ccc12
HOMO level = -8.47 eV
LUMO = 0.2 eV
total charge = 0
maximum force = 1.0 eV/A

Atomic partial charges in e from the Mulliken method, atoms 1 to 6: atom 1 (C): -1.116, atom 2 (C): -0.511, atom 3 (C): -0.316, atom 4 (C): -1.051, atom 5 (C): 0.806, atom 6 (C): -0.434

***

Record 8
ORCA calculation (ωB97M-V/def2-TZVPD) on a structure of composition C44H46As2N3O2RuS3 in a non-equilibrium geometry.

Structure (XYZ):
```
101
Properties=species:S:1:pos:R:3
Ru -0.78 0.52 -0.44
N 0.32 2.91 -0.37
C 1.30 3.50 0.58
C 2.31 2.43 0.97
C 1.48 1.27 1.49
O 0.97 1.36 2.59
O 1.28 0.31 0.63
H 0.71 2.81 -1.30
H -0.50 3.50 -0.50
H 0.77 3.82 1.47
H 1.79 4.38 0.15
H 2.99 2.79 1.74
H 2.88 2.14 0.09
S -2.43 1.59 -1.62
C -3.70 2.09 -0.49
C -4.88 2.62 -1.05
C -5.89 3.10 -0.23
C -5.75 3.08 1.16
C -4.59 2.56 1.70
C -3.58 2.04 0.88
As -1.93 1.37 1.60
C -2.43 -0.01 2.87
C -3.75 -0.31 3.19
C -4.03 -1.29 4.13
C -2.99 -1.97 4.76
C -1.67 -1.69 4.42
C -1.39 -0.72 3.47
C -1.56 2.88 2.75
C -1.77 4.16 2.26
C -1.58 5.27 3.09
C -1.18 5.08 4.41
C -0.98 3.80 4.90
C -1.16 2.70 4.07
H -4.98 2.66 -2.12
H -6.79 3.51 -0.68
H -6.53 3.46 1.80
H -4.46 2.57 2.78
H -4.57 0.20 2.69
H -5.05 -1.52 4.38
H -3.21 -2.73 5.50
H -0.86 -2.24 4.87
H -0.37 -0.49 3.20
H -2.12 4.31 1.25
H -1.75 6.26 2.70
H -1.04 5.94 5.05
H -0.67 3.65 5.92
H -0.98 1.70 4.45
S -2.54 -0.98 -0.25
C -1.97 -2.41 0.65
C -2.82 -3.07 1.54
C -2.37 -4.19 2.22
C -1.08 -4.67 2.03
C -0.24 -4.03 1.12
C -0.70 -2.92 0.43
As 0.25 -1.89 -0.89
C -0.34 -2.70 -2.55
C -1.53 -3.43 -2.61
C -1.98 -3.92 -3.83
C -1.26 -3.68 -4.99
C -0.08 -2.95 -4.94
C 0.37 -2.46 -3.72
C 2.03 -2.69 -0.70
C 2.86 -2.27 0.34
C 4.09 -2.88 0.54
C 4.51 -3.91 -0.30
C 3.67 -4.34 -1.33
C 2.43 -3.73 -1.52
H -3.81 -2.68 1.71
H -3.03 -4.68 2.93
H -0.72 -5.53 2.58
H 0.76 -4.40 0.95
H -2.09 -3.62 -1.71
H -2.90 -4.49 -3.87
H -1.62 -4.05 -5.94
H 0.49 -2.76 -5.84
H 1.29 -1.89 -3.69
H 2.54 -1.48 1.00
H 4.73 -2.56 1.35
H 5.47 -4.39 -0.15
H 3.98 -5.15 -1.97
H 1.79 -4.08 -2.32
C 5.06 0.15 -1.11
C 3.99 -0.36 -2.06
N 2.69 0.31 -1.90
C 1.96 0.83 -2.88
S 0.26 0.89 -2.87
N 2.59 1.28 -4.01
C 3.77 2.16 -3.99
C 4.48 2.11 -5.34
H 5.96 -0.47 -1.20
H 4.72 0.07 -0.07
H 5.34 1.19 -1.29
H 3.83 -1.42 -1.87
H 4.29 -0.27 -3.10
H 2.19 0.15 -1.01
H 1.92 1.54 -4.72
H 4.44 1.84 -3.21
H 3.46 3.18 -3.76
H 4.74 1.09 -5.60
H 5.39 2.71 -5.31
H 3.84 2.52 -6.13
```

## Properties
2S+1 = 2
ΔE to the lowest compared entry with this formula, charge and spin = 1.525 eV
expectation value of S² = 0.762
HOMO level (alpha / beta) = -6.77 / -6.90 eV
LUMO (alpha / beta) = 0.2 / -0.1 eV
total charge = 0
maximum force = 1.5 eV/A

Atomic partial charges in e from the Mulliken method, atoms 1 to 6: atom 1 (Ru): -0.577, atom 2 (N): -0.225, atom 3 (C): -0.516, atom 4 (C): -0.547, atom 5 (C): -0.116, atom 6 (O): -0.594

***

- The highest total charge belongs to which entry?
  C27H35N5O3P2Ru